Entry 1:
Density functional theory data (ωB97M-V/def2-TZVPD) for a structure of composition C43H47I2N7O8S4Ti.

The geometry in ORCA input format:
```
! wB97M-V def2-TZVPD RIJCOSX def2/J DEFGRID3
* xyz -2 1
Ti 0.214 -0.177 -0.752
C -3.641 1.669 4.854
C -3.770 0.448 3.940
C -5.232 0.014 3.810
C -2.911 -0.709 4.412
C -3.121 -1.223 5.690
C -2.412 -2.322 6.136
C -1.497 -2.942 5.299
C -1.249 -2.457 4.023
C -0.292 -3.172 3.101
C 1.018 -3.562 3.783
C -0.989 -4.402 2.509
C -1.946 -1.318 3.605
N -1.644 -0.738 2.309
C -2.597 -1.078 1.379
O -3.464 -1.892 1.646
C -2.781 -0.318 0.087
C -4.036 -0.344 -0.495
C -4.289 0.514 -1.555
C -3.327 1.418 -1.962
C -2.078 1.345 -1.376
N -1.815 0.456 -0.414
C -0.964 2.284 -1.777
O -1.277 3.321 -2.355
N 0.240 1.865 -1.372
C 1.363 2.676 -1.748
C 1.820 2.721 -3.075
C 2.925 3.524 -3.359
C 3.536 4.288 -2.381
C 3.057 4.250 -1.081
C 1.982 3.438 -0.743
C 1.437 3.430 0.666
C 2.499 3.605 1.748
C 0.347 4.498 0.800
C 1.132 1.994 -4.213
C 2.098 1.183 -5.078
C 0.352 2.978 -5.091
H -4.157 2.530 4.422
H -2.595 1.941 5.016
H -4.084 1.476 5.834
H -3.432 0.744 2.947
H -5.634 -0.279 4.783
H -5.317 -0.835 3.133
H -5.843 0.835 3.424
H -3.857 -0.761 6.338
H -2.582 -2.707 7.135
H -0.963 -3.818 5.644
H -0.050 -2.501 2.273
H 0.870 -4.354 4.521
H 1.483 -2.707 4.280
H 1.711 -3.945 3.031
H -1.302 -5.079 3.311
H -0.330 -4.943 1.829
H -1.870 -4.121 1.933
H -4.769 -1.030 -0.102
H -5.253 0.488 -2.047
H -3.490 2.156 -2.733
H 3.292 3.563 -4.378
H 4.389 4.909 -2.630
H 3.541 4.838 -0.311
H 0.960 2.468 0.830
H 2.877 4.632 1.785
H 3.337 2.928 1.583
H 2.061 3.378 2.723
H 0.768 5.496 0.649
H -0.101 4.456 1.797
H -0.441 4.352 0.057
H 0.427 1.289 -3.786
H 2.728 1.831 -5.695
H 1.520 0.545 -5.751
H 2.744 0.543 -4.476
H 1.043 3.668 -5.589
H -0.359 3.559 -4.506
H -0.194 2.424 -5.858
N 4.982 1.294 -1.420
C 4.421 0.492 -0.447
N 3.330 0.784 0.186
C 2.995 -0.236 1.053
C 3.851 -1.280 1.112
S 5.160 -1.002 0.025
C 1.768 -0.087 1.851
C 1.836 0.086 3.173
S 0.289 0.322 3.919
C -0.526 0.310 2.239
N 0.502 -0.023 1.250
N -1.002 1.665 2.073
H 4.322 2.012 -1.701
H 5.279 0.759 -2.226
H 3.737 -2.203 1.652
H 2.746 0.092 3.750
H -1.677 1.902 2.790
H -1.397 1.821 1.157
O 3.558 -1.287 -3.135
S 2.518 -1.943 -2.376
O 2.905 -3.034 -1.535
O 1.835 -0.870 -1.536
C 1.433 -2.702 -3.635
C 2.212 -3.709 -4.222
C 1.707 -4.576 -5.169
C 0.382 -4.467 -5.559
C -0.393 -3.469 -5.009
C 0.109 -2.577 -4.060
S -1.108 -1.317 -3.693
O -2.296 -1.926 -3.167
O -1.271 -0.584 -4.928
O -0.402 -0.452 -2.701
H 3.235 -3.831 -3.898
H 2.345 -5.348 -5.578
H -0.045 -5.152 -6.279
H -1.428 -3.362 -5.305
I -0.508 -2.864 -0.416
I -1.220 -6.471 -0.626
*
```

LUMO (spin up / spin down), eV: 3.185 / 3.184
Max |F|, eV/Å: 2.2
DFT total energy, eV: -154831.681
HOMO (spin up / spin down), eV: -1.6 / -1.6

Entry 2:
Density functional theory data (ωB97M-V/def2-TZVPD) for a structure of composition C43H47N8O6SSbTl.

The geometry in ORCA input format:
```
! wB97M-V def2-TZVPD RIJCOSX def2/J DEFGRID3
* xyz 1 1
Tl 0.683 -0.790 -0.574
C 0.981 3.189 -1.146
C 0.827 2.546 -2.488
C 0.927 3.381 -3.610
C 0.805 2.869 -4.876
C 0.572 1.503 -4.998
C 0.471 0.732 -3.854
N 0.589 1.234 -2.611
Sb -0.041 -1.289 -4.324
C 1.488 -2.493 -3.396
C 2.134 -3.311 -4.308
C 3.071 -4.229 -3.856
C 3.313 -4.293 -2.504
C 2.638 -3.445 -1.624
C 2.940 -3.558 -0.163
N 1.738 -2.556 -2.074
C -1.550 -1.570 -2.818
C -2.717 -2.133 -3.303
C -3.807 -2.311 -2.459
C -3.688 -1.901 -1.155
C -2.495 -1.337 -0.701
C -2.436 -0.862 0.703
N -1.437 -1.185 -1.522
H 1.798 3.909 -1.186
H 1.175 2.468 -0.360
H 0.071 3.743 -0.899
H 1.104 4.436 -3.449
H 0.881 3.503 -5.750
H 0.461 1.049 -5.975
H 1.904 -3.233 -5.362
H 3.593 -4.879 -4.547
H 4.026 -4.997 -2.099
H 3.944 -3.956 -0.028
H 2.243 -4.253 0.310
H 2.856 -2.609 0.356
H -2.777 -2.419 -4.345
H -4.725 -2.753 -2.822
H -4.505 -2.006 -0.455
H -3.024 -1.501 1.361
H -2.873 0.136 0.738
H -1.429 -0.788 1.099
O -1.125 -4.504 4.131
C -1.685 -4.998 3.044
O -2.506 -5.878 3.063
C -1.265 -4.413 1.733
C -1.753 -4.875 0.529
N -1.199 -4.118 -0.434
N -0.379 -3.185 0.065
C -0.410 -3.350 1.376
C 0.462 -2.450 2.197
O 0.510 -2.621 3.415
O 1.123 -1.574 1.546
H -0.475 -3.781 3.917
H -2.436 -5.683 0.328
H -1.348 -4.174 -1.429
C 7.276 -0.701 1.575
C 5.935 -1.414 1.511
N 5.035 -0.865 0.497
C 3.922 -0.134 0.628
S 3.033 0.118 -0.862
N 3.504 0.422 1.737
C 4.203 0.736 2.985
C 3.647 -0.045 4.163
H 7.905 -1.157 2.339
H 7.161 0.357 1.808
H 7.799 -0.777 0.621
H 5.421 -1.411 2.468
H 6.089 -2.463 1.250
H 5.233 -1.116 -0.459
H 2.590 0.877 1.677
H 4.058 1.805 3.141
H 5.267 0.575 2.857
H 2.576 0.127 4.259
H 4.134 0.275 5.084
H 3.799 -1.119 4.044
C -5.216 5.922 -0.842
C -4.398 4.685 -1.088
C -4.524 3.998 -2.290
C -3.749 2.879 -2.552
C -2.878 2.413 -1.585
C -2.755 3.078 -0.363
N -1.837 2.555 0.571
C -2.155 2.063 1.832
C -3.439 2.154 2.371
C -3.729 1.566 3.594
C -2.759 0.881 4.309
C -1.476 0.806 3.791
C -1.170 1.376 2.563
C 0.238 1.279 2.068
O 1.171 1.514 2.816
O 0.449 0.956 0.807
C -3.484 4.246 -0.118
C -3.256 5.070 1.119
H -5.923 6.088 -1.653
H -4.580 6.807 -0.764
H -5.777 5.852 0.091
H -5.230 4.354 -3.030
H -3.837 2.365 -3.501
H -2.278 1.525 -1.759
H -1.010 2.131 0.178
H -4.217 2.660 1.817
H -4.735 1.643 3.988
H -2.994 0.423 5.260
H -0.690 0.293 4.331
H -2.428 4.688 1.710
H -4.140 5.103 1.760
H -3.027 6.100 0.840
*
```

LUMO, eV: -3.720
Max |F|, eV/Å: 0.7
DFT total energy, eV: -91622.649
HOMO, eV: -9.6
Energy relative to the best compared isomer or geometry (same formula, charge and spin), eV: 0.000